Entry 1:
ORCA calculation (ωB97M-V with the def2-TZVPD basis set) on C2H3NOS as an isolated structure.

```
8
Properties=species:S:1:pos:R:3:forces:R:3:lowdin_spin:R:1
C -0.191515 -0.433085 -0.814566 0.63 0.40 1.01 0.21
C 1.028216 -0.556137 0.201475 -0.54 1.20 -0.19 0.03
N 0.536667 0.607802 -0.513315 -0.40 1.13 0.09 0.11
O -2.652127 0.814915 0.454862 -0.44 1.82 0.39 0.63
S -2.333023 -0.575332 0.178331 0.53 -1.70 -0.34 1.01
H 1.160150 -0.574249 1.283917 -1.36 0.16 0.02 0.00
H 1.895534 -0.952641 -0.200402 1.61 -0.82 -1.11 0.00
H 0.556101 1.668730 -0.590303 -0.03 -2.18 0.14 0.00
```
Forces are in eV/Å.

The spin multiplicity is 3. Its net charge is 0. As for the expectation value of S²: 2.03.

***

Entry 2:
ORCA calculation (ωB97M-V with the def2-TZVPD basis set) on a 2-piece molecular cluster, C2H3NOS2 overall.

```
9
Properties=species:S:1:pos:R:3:forces:R:3:mulliken_charge:R:1
C 1.237943 -1.142091 -0.295157 3.03 5.51 1.15 0.03
C -1.678403 0.045959 0.120123 -2.24 -1.48 -0.50 0.21
N 1.820891 -0.147519 -0.042278 -2.23 -4.84 -1.50 -0.21
O -1.012942 -0.908750 0.451921 -0.58 0.34 0.01 -0.49
S 2.612726 1.173231 0.146349 0.93 2.13 0.51 -0.18
S -1.285698 1.674535 0.001857 2.98 0.83 0.27 -0.16
H 0.947371 -2.090948 -0.400088 -1.13 -2.97 -0.34 0.44
H -2.779625 -0.041038 -0.222795 1.15 -0.36 0.58 0.24
H 0.137738 1.436624 0.240072 -1.90 0.84 -0.19 0.12
```
Forces are in eV/Å.

The spin multiplicity is 1. The SMILES is C#[N+][S-].O=CS. Its net charge is 0.

***

Entry 3:
ORCA calculation (ωB97M-V with the def2-TZVPD basis set) on C2H3NOS3 as an isolated structure.

```
10
Properties=species:S:1:pos:R:3:forces:R:3:mulliken_charge:R:1
C 0.187441 0.264067 -0.078259 4.36 -0.39 0.15 0.58
C 1.710153 -0.238664 -0.011025 -3.90 1.54 -0.30 -1.07
N -0.754483 -0.584824 -0.205808 0.30 -1.59 -0.05 -0.35
O -1.568800 1.841089 -0.076822 -3.08 1.34 -0.41 -0.53
S -0.133694 1.885504 0.216120 2.14 -0.66 0.41 0.25
S -3.180640 -1.891524 0.359000 0.58 1.12 -0.37 -0.22
S -2.265719 -0.307897 -0.338865 -2.84 -1.18 0.07 0.34
H 1.844408 -1.248330 0.158459 -0.38 -2.24 0.08 0.33
H 1.977583 0.228180 0.868781 1.67 1.32 1.59 0.36
H 2.183747 0.052402 -0.891584 1.14 0.73 -1.17 0.30
```
Forces are in eV/Å.

The spin multiplicity is 1. Its net charge is 0.

***

Entry 4:
ORCA calculation (ωB97M-V with the def2-TZVPD basis set) on C2H3NOS3 as an isolated structure.

```
10
Properties=species:S:1:pos:R:3:forces:R:3:lowdin_spin:R:1
C -0.302853 0.244608 -0.163268 2.11 -4.51 2.37 0.08
C -0.023282 1.663304 -0.169503 -0.01 0.84 0.28 0.01
N 0.678385 -0.627520 0.039429 -1.84 4.11 -1.07 0.09
O -1.596616 -1.943408 0.024808 -2.35 2.76 -0.10 0.46
S -1.942878 -0.422214 -0.015495 0.28 -2.25 -0.32 0.43
S 2.310474 -2.613282 0.976381 1.07 -0.30 0.45 0.64
S 0.655235 -2.246037 0.071902 0.51 -1.69 -0.22 0.30
H -0.056711 2.232504 0.806675 -0.11 -0.80 -1.15 0.00
H -0.651762 2.041209 -0.936794 -0.95 1.22 -0.34 0.00
H 0.930009 1.670837 -0.634136 1.29 0.63 0.09 0.00
```
Forces are in eV/Å.

The spin multiplicity is 3. Its net charge is 0. As for the expectation value of S²: 2.01.

***

Entry 5:
ORCA calculation (ωB97M-V with the def2-TZVPD basis set) on C2H3NP2 in the gas phase.

```
8
Properties=species:S:1:pos:R:3:forces:R:3:mulliken_charge:R:1
C -0.003988 0.446728 1.031638 -0.23 -0.01 -0.43 -0.07
C -1.046805 -0.224681 -0.837960 0.54 -1.53 -2.69 -0.06
N -1.116636 0.228527 0.384988 0.06 2.10 3.16 -0.48
P 0.489345 -0.634442 -1.503220 -0.55 0.07 -1.09 -0.11
P 1.526889 0.275474 0.117603 -1.28 2.31 -1.37 -0.07
H 0.050516 1.132228 1.854984 -0.57 -0.22 0.79 0.36
H -1.996571 -0.347824 -1.395892 0.71 -0.15 0.41 0.36
H 2.097250 -0.876010 0.347859 1.33 -2.57 1.21 0.06
```
Forces are in eV/Å.

The spin multiplicity is 1. The SMILES is C1=NC=P#[PH]1. Its net charge is 0.

***

Entry 6:
ORCA calculation (ωB97M-V with the def2-TZVPD basis set) on C2H3NS2 in the gas phase.

```
8
Properties=species:S:1:pos:R:3:forces:R:3:mulliken_charge:R:1
C 0.604400 0.310304 1.018256 1.31 -0.52 1.03 -0.08
C -0.724478 -0.121071 -0.958286 2.00 -0.71 -0.58 -0.20
H 1.649979 0.260939 1.451817 -1.11 0.01 -0.70 0.29
H 1.233571 -0.780537 -0.717885 -1.04 1.85 0.97 0.32
H -0.417965 -0.310679 -1.972141 -0.61 -0.14 -0.82 0.33
N 0.536431 -0.089327 -0.297429 -1.11 -0.84 0.27 -0.20
S -0.631237 0.762620 1.979749 0.91 0.22 0.07 -0.25
S -2.250701 -0.032249 -0.504081 -0.35 0.13 -0.24 -0.21
```
Forces are in eV/Å.

The spin multiplicity is 1. The SMILES is S=CNC=S. Its net charge is 0.

***

Entry 7:
ORCA calculation (ωB97M-V with the def2-TZVPD basis set) on C2H3NS2 in the gas phase.

```
8
Properties=species:S:1:pos:R:3:forces:R:3:mulliken_charge:R:1
C -0.312991 -0.755135 0.034123 -1.96 -1.32 -0.04 0.16
C 1.081510 -0.577952 -0.286452 0.29 0.55 0.25 -0.18
H -1.606196 2.380955 0.654256 1.23 -0.65 -1.12 0.19
H -0.781538 -1.756794 0.148556 0.87 0.42 0.07 0.36
H 1.216351 0.515393 -0.535149 1.02 -1.40 0.01 0.23
N -1.177123 0.171557 0.180509 0.74 1.17 -0.21 -0.36
S -0.578541 1.786157 -0.124758 -2.07 0.53 1.42 -0.19
S 2.158528 -1.764183 -0.071084 -0.13 0.72 -0.38 -0.21
```
Forces are in eV/Å.

The spin multiplicity is 1. The SMILES is S=C/C=N\S. Its net charge is 0.

***

Entry 8:
ORCA calculation (ωB97M-V with the def2-TZVPD basis set) on C2H3NS3 in the gas phase.

```
9
Properties=species:S:1:pos:R:3:forces:R:3:mulliken_charge:R:1
C -1.489430 1.115153 0.198475 1.96 2.09 0.00 -0.03
C 0.907538 -0.122855 -0.060328 0.12 -2.36 -2.14 -0.34
N -2.014321 0.033478 0.160175 -1.50 -0.81 -0.06 -0.22
S 0.414212 1.372689 0.370738 -0.92 1.26 1.15 -0.11
S -1.523583 -1.463979 0.088615 1.11 -1.09 0.21 -0.13
S 2.386401 -0.855830 0.540027 -0.34 1.24 1.36 -0.17
H -1.887147 2.085313 0.080060 -0.81 0.75 0.10 0.38
H 0.540934 -0.362702 -1.062293 0.76 -0.48 0.38 0.47
H 2.665395 -1.801268 -0.315466 -0.38 -0.60 -0.99 0.14
```
Forces are in eV/Å.

The spin multiplicity is 1. Its net charge is 0.

***

Entry 9:
ORCA calculation (ωB97M-V with the def2-TZVPD basis set) on a 2-piece molecular cluster, C2H3NS3 overall.

```
9
Properties=species:S:1:pos:R:3:forces:R:3:mulliken_charge:R:1
C 3.958772 -0.196127 -0.104677 -0.78 -0.21 -0.53 0.49
C -0.811973 0.888371 -1.960581 1.03 0.71 2.14 -0.26
N 0.030114 1.337554 -1.036785 -1.06 -0.39 -2.05 -0.19
S 3.963393 -1.750677 -0.197108 0.36 0.37 0.26 -0.26
S 3.706338 1.334037 -0.147299 0.45 -0.15 0.24 -0.24
S 0.159703 1.509622 0.627154 -0.71 -0.36 0.04 -0.27
H -1.767837 0.476625 -1.746634 -0.47 -0.28 0.81 0.29
H -0.593438 0.967874 -2.997358 0.71 0.27 -0.52 0.23
H 0.844536 1.748850 -1.457799 0.46 0.04 -0.39 0.24
```
Forces are in eV/Å.

The spin multiplicity is 1. Its net charge is 0.

***

Entry 10:
ORCA calculation (ωB97M-V with the def2-TZVPD basis set) on a 2-piece molecular cluster, C2H3NS4 overall.

```
10
Properties=species:S:1:pos:R:3:forces:R:3:mulliken_charge:R:1
C 0.429503 -1.278405 -0.000945 -1.38 -0.53 -2.07 -0.14
C 0.868338 -0.635534 1.196629 -0.42 2.47 -0.47 0.42
N 1.081585 -2.308224 -0.351516 -0.26 -0.69 -1.17 -0.29
S 2.112826 -1.350264 2.072773 0.57 -1.12 -0.27 -0.10
S 2.399349 -2.747365 0.427008 0.61 0.34 1.11 0.08
S 1.991117 1.128284 -0.354658 0.81 -1.86 -0.20 -0.34
S -0.275435 0.294190 2.131492 1.25 -0.10 1.92 -0.13
H -0.425206 -0.981114 -0.724411 1.40 -0.08 1.86 0.27
H 2.942207 0.231134 -0.975212 -1.43 1.21 0.95 0.10
H -1.090330 0.564055 1.187850 -1.14 0.36 -1.66 0.13
```
Forces are in eV/Å.

The spin multiplicity is 1. Its net charge is 0.

***

Entry 11:
ORCA calculation (ωB97M-V with the def2-TZVPD basis set) on C2H3O2P in the gas phase.

```
8
Properties=species:S:1:pos:R:3:forces:R:3:mulliken_charge:R:1
C -0.643159 -0.664860 -0.002758 1.22 1.82 0.45 0.12
C 0.152292 0.388210 -0.151772 -0.29 0.16 -0.90 -0.67
O -1.988920 -0.725041 -0.083121 -1.02 0.48 -0.12 -0.25
O -4.410041 -0.204579 -0.071063 1.31 1.03 0.32 -0.42
P -3.113177 0.468704 0.196650 -0.81 -1.74 -0.43 0.41
H -0.166301 -1.509193 0.331353 0.37 -2.59 0.58 0.38
H 1.286531 0.290523 -0.101103 -1.98 0.41 0.00 0.23
H -0.435731 1.248040 -0.495664 1.20 0.43 0.09 0.19
```
Forces are in eV/Å.

The spin multiplicity is 1. The SMILES is C=COP=O. Its net charge is 0.

***

Entry 12:
ORCA calculation (ωB97M-V with the def2-TZVPD basis set) on a 2-piece molecular cluster, C2H3O2P overall.

```
8
Properties=species:S:1:pos:R:3:forces:R:3:mulliken_charge:R:1
C 0.123018 1.262304 1.768738 -3.22 1.24 -2.22 -0.30
C 0.184059 -1.769282 -1.000516 0.04 2.29 0.35 -0.08
O -0.128445 -0.638665 -0.612186 0.73 -3.06 -1.11 -0.37
O -1.666950 2.442107 -0.028006 -1.03 0.72 -1.30 -0.49
P -0.349321 2.041068 0.418735 -0.12 -1.19 2.34 0.54
H 1.102835 1.277416 1.924012 4.38 -0.51 1.49 0.26
H -0.464578 -2.406024 -1.614672 -0.47 0.11 0.14 0.23
H 1.199382 -2.208925 -0.856105 -0.32 0.40 0.32 0.21
```
Forces are in eV/Å.

The spin multiplicity is 1. The SMILES is C#P=O.C=O. Its net charge is 0.

***

Entry 13:
ORCA calculation (ωB97M-V with the def2-TZVPD basis set) on C2H3O2Rh as an isolated structure.

```
8
Properties=species:S:1:pos:R:3:forces:R:3:lowdin_spin:R:1
C 1.013833 0.479589 0.933396 -1.54 -3.11 -1.13 0.53
C -0.194102 1.202619 0.589025 1.02 1.96 1.34 0.10
O -1.036909 0.693328 -0.340459 1.09 2.55 1.65 0.56
O 1.040009 -0.685956 0.269071 1.71 2.41 1.77 0.30
H 0.745408 1.982465 0.297254 -1.79 -0.15 -0.37 0.01
H 1.846621 -1.188208 0.434570 0.72 -0.59 -0.08 0.03
Rh -0.749960 -1.070046 -0.898668 -1.41 -3.60 -2.43 3.46
H -0.635355 1.576350 1.538202 0.20 0.52 -0.75 0.01
```
Forces are in eV/Å.

The spin multiplicity is 6. Its net charge is +1. As for the expectation value of S²: 8.76.

***

Entry 14:
ORCA calculation (ωB97M-V with the def2-TZVPD basis set) on a 2-piece molecular cluster, C2H3O2S2 overall.

```
9
Properties=species:S:1:pos:R:3:forces:R:3:mulliken_charge:R:1
C -1.676227 2.124876 0.986308 -0.49 0.90 0.89 -0.19
C -0.812363 1.284525 0.952363 -1.26 0.10 -0.70 -0.19
O 1.152133 -0.675639 -1.152633 0.57 0.50 -0.04 -0.47
O 1.132631 -1.172744 1.303713 0.11 -0.33 -2.32 -0.54
S 3.085910 -3.059233 -0.058916 0.49 -0.30 -0.08 -0.53
S 1.043203 -1.684689 -0.114608 -0.81 -0.87 2.26 0.50
H -2.423703 2.895952 1.228658 0.97 -0.87 -0.46 0.34
H 2.856899 -4.311865 -0.564158 -0.28 0.74 0.08 0.05
H -0.308220 0.382018 0.693228 0.71 0.11 0.38 0.03
```
Forces are in eV/Å.

The spin multiplicity is 1. Its net charge is -1.

***

Entry 15:
ORCA calculation (ωB97M-V with the def2-TZVPD basis set) on an isolated ion of composition C2H3O3S and charge -1.

```
9
Properties=species:S:1:pos:R:3:forces:R:3:mulliken_charge:R:1
C -1.553323 0.258141 0.461328 -1.08 2.50 1.49 0.05
C -0.749295 -0.317167 -0.435570 4.69 -1.14 -1.43 -0.53
O 1.850198 -0.718666 0.930872 0.03 -1.22 1.55 -0.54
O -2.734849 0.014401 0.776692 -0.14 -0.50 -0.12 -0.65
O 1.606730 1.357909 -0.261433 -0.02 3.27 0.20 -0.54
S 1.261243 -0.003314 -0.150647 -0.89 -1.93 -3.22 0.59
H -1.118795 1.217759 0.833459 0.10 -0.14 0.38 0.23
H -0.763144 -1.308895 -0.806316 -0.29 -0.89 -0.25 0.34
H 2.201237 -0.500164 -1.348384 -2.39 0.06 1.40 0.03
```
Forces are in eV/Å.

The spin multiplicity is 1. The SMILES is O=CC=[S@H](=O)[O-]. Its net charge is -1.

***

Entry 16:
ORCA calculation (ωB97M-V with the def2-TZVPD basis set) on a 2-piece molecular cluster, C2H3O3S overall.

```
9
Properties=species:S:1:pos:R:3:forces:R:3:mulliken_charge:R:1
C 2.033474 -0.504276 0.041770 -0.66 -1.50 -0.03 0.63
C -2.152355 0.112147 -0.326464 -2.61 4.62 1.09 -0.30
O 0.922879 -1.034099 -0.126773 -1.32 -0.27 -0.74 -0.71
O 3.138547 -0.916908 -0.310397 0.54 0.65 0.14 -0.69
O 1.974858 0.616299 0.848181 -0.88 3.32 0.41 -0.50
S -3.665989 0.189863 0.245025 0.39 -0.42 -0.07 -0.26
H -1.676212 1.097783 -0.469143 0.27 -0.78 0.04 0.21
H -1.675242 -0.703245 -0.629966 2.14 -3.48 -1.03 0.33
H 1.100037 1.142439 0.727767 2.15 -2.13 0.18 0.29
```
Forces are in eV/Å.

The spin multiplicity is 1. Its net charge is -1.

***

Entry 17:
ORCA calculation (ωB97M-V with the def2-TZVPD basis set) on a 2-piece molecular cluster, C2H3O3S2 overall.

```
10
Properties=species:S:1:pos:R:3:forces:R:3:mulliken_charge:R:1
C 2.406122 0.012400 -0.769222 -0.62 -0.36 2.06 -0.39
C 1.899476 -0.093875 0.320815 1.35 -0.15 -1.90 -0.53
O -2.653077 0.092332 0.182836 -0.32 0.31 -0.88 -0.51
O -0.765482 -0.725199 1.154253 1.11 -0.08 -0.20 -0.76
O -0.676269 -0.505471 -1.315314 -0.74 0.74 0.90 -0.54
S -0.414350 1.964482 0.201674 -0.48 -0.05 -0.29 -0.43
S -1.012010 0.114036 -0.036743 -0.70 -1.00 0.75 0.90
H 2.697825 0.014905 -1.760369 0.58 0.25 -1.16 0.39
H -2.713657 -0.520477 0.938570 0.05 0.32 -0.37 0.33
H 1.231423 -0.353129 1.083496 -0.23 0.02 1.08 0.55
```
Forces are in eV/Å.

The spin multiplicity is 1. Its net charge is -1.

***

Entry 18:
ORCA calculation (ωB97M-V with the def2-TZVPD basis set) on C2H3O3Sc as an isolated structure.

```
9
Properties=species:S:1:pos:R:3:forces:R:3:mulliken_charge:R:1
O 1.501709 0.546607 0.716799 -3.96 0.63 -0.63 -0.62
C 0.714080 -0.297980 0.081270 5.35 -3.38 1.09 0.27
C -0.519776 -0.692105 -0.628033 -1.21 1.24 1.84 -0.08
O -0.884925 1.236017 2.007882 1.15 2.97 -4.75 -0.79
Sc -0.214674 2.055095 0.449838 -0.72 -3.86 4.88 1.09
H -0.372623 -1.411386 -1.444190 0.15 -0.22 0.70 0.27
H -1.435376 -0.838999 -0.044228 -0.20 0.49 -0.51 0.19
O -0.142505 0.598198 -1.103634 -1.28 2.01 -1.73 -0.63
H 1.354090 -1.195446 -0.035704 0.73 0.13 -0.89 0.31
```
Forces are in eV/Å.

The spin multiplicity is 1. Its net charge is 0.

***

Entry 19:
ORCA calculation (ωB97M-V with the def2-TZVPD basis set) on C2H3O3V as an isolated structure.

```
9
Properties=species:S:1:pos:R:3:forces:R:3:lowdin_spin:R:1
O -0.239571 0.249558 -0.625136 -0.06 -1.86 0.62 0.12
C 0.305033 -1.020809 -0.793252 0.25 -0.57 -0.11 0.03
V -0.003895 2.026558 -1.037991 -0.09 1.32 0.05 3.71
H 0.646325 -1.213751 -1.825662 -0.01 0.17 0.23 0.00
H 1.162489 -1.165527 -0.110805 -0.22 -0.11 -0.26 0.00
H -0.448722 -1.798260 -0.571092 0.22 0.26 0.02 0.00
O -0.923423 1.859314 1.061084 0.00 -0.30 -0.29 0.08
C -0.474040 0.850163 1.515100 0.42 1.58 1.52 0.04
O -0.024197 0.212750 2.387753 -0.52 -0.48 -1.79 0.02
```
Forces are in eV/Å.

The spin multiplicity is 5. Its net charge is 0. As for the expectation value of S²: 6.00.

***

Entry 20:
ORCA calculation (ωB97M-V with the def2-TZVPD basis set) on a 2-piece molecular cluster, C2H3OP overall.

```
7
Properties=species:S:1:pos:R:3:forces:R:3:mulliken_charge:R:1
C -0.651238 0.705049 0.295642 -0.33 0.34 -1.70 -0.27
C -0.107876 -0.572707 -0.068307 1.22 2.02 0.02 -0.44
O 0.801620 -0.789429 0.951450 -0.34 -0.47 0.02 -0.31
P 0.333772 0.666565 1.681328 0.06 0.38 0.38 0.05
H -1.207275 1.477850 -0.320822 0.53 -1.43 1.12 0.31
H -0.215696 -1.332825 -0.788347 -0.73 -0.82 -0.54 0.61
H 1.046693 -0.154503 -1.750943 -0.41 -0.02 0.69 0.05
```
Forces are in eV/Å.

The spin multiplicity is 1. Its net charge is 0.

***

ΔE to the lowest compared entry with this formula, charge and spin values, unit kJ/mol, following the record order: 315.1, 289.4, 233.7, 0.0, 72.8, 87.2, 148.5, 282.4, 159.1, 185.1, 9.6, 469.0, 148.2, 266.4, 371.5, 124.2, 305.3, 214.6, 0.0, 400.9.
Maximum force values, unit eV/A, following the record order: 2.19, 6.39, 4.38, 5.51, 3.79, 2.33, 2.57, 3.19, 2.47, 2.55, 2.68, 4.66, 4.57, 2.56, 5.03, 5.41, 2.34, 6.43, 2.23, 2.36.